[1]
Molecular formula: C19H28Br2N3O5S
Method: DFT, ωB97M-V/def2-TZVPD

Summary:
Total charge   +1
Gap between HOMO and LUMO   8.48 eV
Highest occupied orbital energy   -11.17 eV
Largest force on an atom   1.366 eV/Å
Total energy   -6827.2528 a.u.

Cartesian coordinates (Å):
C (-1.878054, 4.461137, 4.574201)
C (-1.405744, 3.545282, 3.737961)
C (-1.990105, 3.403849, 2.345364)
C (-1.349059, 2.330371, 1.534742)
N (-0.870814, 2.557489, 0.253364)
C (-0.357159, 1.437187, -0.250246)
N (0.244466, 1.284050, -1.496267)
C (-0.615321, 0.574187, -2.444192)
C (0.119720, -0.047662, -3.579457)
O (-1.793039, 0.516578, -2.294087)
C (0.694906, 2.587176, -2.050573)
C (-0.242123, 3.305030, -2.976942)
O (1.731722, 3.027393, -1.717331)
N (-0.504868, 0.465834, 0.664651)
C (0.021146, -0.862601, 0.355617)
Br (-1.104862, -2.274511, 1.056963)
C (1.559670, -1.016062, 0.655899)
C (1.940029, -2.344319, 1.259194)
Br (2.284578, 0.472871, 1.679694)
C (-1.131033, 1.000935, 1.800694)
C (-1.517673, 0.277751, 3.050511)
C (-0.420116, -0.488050, 3.792722)
C (-1.086173, -1.502785, 4.737326)
S (0.068865, -2.731095, 5.390100)
H (-1.325066, 4.734350, 5.457537)
H (-2.819065, 4.945924, 4.357152)
H (-0.583350, 2.908460, 4.029446)
H (-3.063761, 3.223526, 2.369453)
H (-1.823225, 4.354523, 1.844460)
H (-0.933843, 3.474417, -0.159104)
H (-0.537842, -0.722567, -4.111263)
H (1.003378, -0.580192, -3.235933)
H (0.470394, 0.729538, -4.256660)
H (-0.239546, 2.876025, -3.974287)
H (-1.260957, 3.254181, -2.595431)
H (0.042076, 4.347695, -3.037328)
H (-0.049862, -0.965840, -0.715385)
H (2.070838, -0.965495, -0.297735)
H (1.538362, -2.492417, 2.255379)
H (1.602500, -3.144017, 0.605620)
H (3.021448, -2.427475, 1.285732)
H (-1.899098, 1.034009, 3.730367)
H (-2.368779, -0.364720, 2.833504)
H (0.214540, -1.062962, 3.138863)
H (0.139349, 0.203431, 4.416104)
H (-1.832503, -2.039767, 4.155563)
H (-1.625428, -1.017876, 5.544315)
H (-0.033442, -3.632486, 4.407387)
C (2.198076, -3.344326, -5.656343)
C (1.220183, -4.392960, -5.167077)
O (1.452230, -4.383530, -3.751218)
C (1.975823, -3.190965, -3.415876)
O (2.130885, -2.811811, -2.295886)
O (2.304134, -2.477790, -4.514743)
H (1.842705, -2.793480, -6.522396)
H (3.183436, -3.756654, -5.873856)
H (0.180917, -4.117689, -5.353020)
H (1.405535, -5.381092, -5.577247)

Force components x, y, z for each atom (eV/Å):
C 0.2 -0.4 -0.2
C -0.4 0.4 0.2
C 0.3 -0.4 0.1
C 0.3 -1.1 -0.1
N -0.2 0.0 0.6
C 0.0 0.2 0.2
N -0.8 0.3 -0.1
C 0.4 -0.3 -0.5
C 0.3 0.0 0.0
O -0.7 -0.1 0.5
C -0.3 -0.1 -0.5
C -0.4 0.0 0.2
O 1.1 0.3 0.7
N -0.3 0.3 -0.6
C 0.7 0.0 0.3
Br -0.1 0.2 -0.2
C -0.3 -0.3 0.1
C 0.3 -0.1 0.0
Br 0.1 0.0 0.0
C 0.0 0.7 0.0
C 0.1 0.1 -0.2
C -0.9 -0.2 0.8
C -0.1 -0.2 -0.9
S 0.2 0.1 0.5
H -0.3 -0.2 0.4
H 0.1 0.5 0.0
H 0.4 0.2 -0.2
H -0.2 0.1 0.1
H -0.1 0.1 -0.2
H 0.2 -0.1 -0.4
H -0.2 0.0 -0.1
H 0.1 0.0 0.1
H 0.1 0.0 -0.1
H 0.0 -0.1 -0.1
H -0.2 -0.1 -0.1
H 0.3 0.1 -0.1
H -0.2 -0.2 -0.1
H -0.1 0.3 -0.2
H 0.0 0.0 0.2
H -0.2 -0.1 -0.1
H 0.1 0.1 0.2
H -0.2 0.2 0.0
H 0.0 -0.2 -0.1
H 0.4 0.2 -0.2
H 0.5 0.1 -0.3
H -0.2 -0.1 0.1
H 0.1 0.0 0.3
H -0.1 0.1 -0.1
C 0.0 -0.1 -0.2
C 0.0 -0.1 -0.2
O 0.0 0.1 0.0
C 0.1 -0.2 -0.1
O -0.2 0.3 0.1
O -0.1 0.0 0.0
H 0.0 0.2 0.1
H 0.0 0.0 0.1
H 0.0 0.0 0.0
H 0.1 -0.1 0.2



[2]
Molecular formula: C19H28BrO2Rh
Method: DFT, ωB97M-V/def2-TZVPD

Summary:
Expectation value of S²   6.02
Total charge   0
Gap between HOMO and LUMO (alpha / beta)   5.40 / 6.91 eV
Highest occupied orbital energy (alpha / beta)   -4.68 / -8.12 eV
Largest force on an atom   12.238 eV/Å
Multiplicity   5
Total energy   -3575.3707 a.u.
Energy above the lowest of the compared OMol25 structures with the same formula, charge and spin   0.0 kJ/mol

Cartesian coordinates (Å):
O (-0.845989, -2.254287, -1.029751)
C (-1.756745, -2.377260, -2.147299)
C (-2.161442, -3.771911, -1.726075)
H (-1.180455, -2.272960, -3.071720)
H (-2.523193, -1.598488, -2.058203)
C (-1.167105, -3.583598, -0.562352)
H (-1.860310, -4.532069, -2.449695)
H (-3.210365, -3.836713, -1.405835)
C (0.120108, -4.384717, -0.614638)
H (0.540831, -4.309733, -1.622664)
H (-0.086109, -5.429450, -0.361793)
H (0.843263, -3.968409, 0.099329)
C (-1.765386, -3.530078, 0.827898)
H (-2.664011, -2.907249, 0.836147)
H (-1.046218, -3.134424, 1.554515)
H (-2.029842, -4.547106, 1.135714)
Rh (0.130425, 0.367658, 0.057860)
C (-0.562744, 1.474155, 1.524794)
C (-0.858799, 2.121211, 0.360682)
C (-1.856359, 1.339540, -0.275615)
H (-0.369119, 3.023908, 0.014566)
C (-1.977450, 0.131918, 0.438999)
C (-1.111307, 0.220881, 1.542415)
H (-1.038515, -0.480592, 2.349733)
H (0.053483, 1.898702, 2.278745)
H (-2.280353, 1.547829, -1.255720)
H (-2.453558, -0.793390, 0.128552)
C (1.732519, 1.075548, 0.934393)
C (1.175646, 0.109788, 1.722848)
C (1.024149, -1.063461, 1.051428)
H (0.697578, 0.284902, 2.650969)
C (1.919810, -0.958624, -0.072534)
C (2.334254, 0.368101, -0.149080)
H (2.829731, 0.890820, -0.966413)
H (1.857006, 2.122683, 1.147859)
H (0.498456, -1.945663, 1.383923)
H (1.975919, -1.733020, -0.831746)
O (-2.385481, -5.428337, -4.258905)
C (-2.789986, -6.698085, -3.696208)
C (-3.278736, -7.665063, -4.792275)
H (-3.609381, -6.511519, -2.981553)
H (-1.950710, -7.138408, -3.132173)
C (-3.465445, -6.770838, -6.015829)
H (-4.199936, -8.171662, -4.508110)
H (-2.526560, -8.433695, -4.988190)
C (-2.605079, -5.531959, -5.689583)
H (-4.518494, -6.495459, -6.122164)
H (-3.165655, -7.280173, -6.931517)
H (-3.081093, -4.614351, -6.061659)
H (-1.640519, -5.653682, -6.218382)
Br (0.176083, 0.412063, -2.293801)

Force components x, y, z for each atom (eV/Å):
O -0.1 0.2 0.2
C 0.5 0.9 0.1
C 0.0 -0.5 0.2
H -0.4 0.0 -0.1
H 0.0 -0.1 -0.4
C 0.4 0.2 0.1
H -0.4 0.1 0.4
H 0.3 -0.3 -0.2
C -0.3 -0.2 0.0
H 0.0 -0.1 0.2
H 0.2 0.0 -0.1
H -0.1 -0.1 -0.1
C 0.0 -0.3 0.0
H 0.1 -0.1 0.1
H -0.2 -0.1 -0.1
H -0.1 0.1 0.1
Rh -0.7 -2.8 -11.9
C -2.1 4.7 4.7
C -2.7 3.6 -0.6
C -1.9 1.1 -1.4
H -0.5 0.0 0.1
C -2.3 -0.5 0.4
C -6.4 -1.1 3.7
H -0.2 -0.2 0.0
H -0.1 0.4 0.3
H 0.2 -0.2 0.4
H -0.1 0.5 0.0
C 6.5 1.7 0.4
C 2.5 -1.0 6.0
C 3.9 -4.7 0.9
H 0.6 -0.2 0.7
C 0.5 -2.0 -0.4
C 2.3 1.2 -0.5
H -0.1 -0.5 0.2
H 0.2 0.0 0.1
H 0.3 0.1 0.0
H 0.2 0.4 0.1
O -0.8 -1.5 -1.5
C -0.2 -0.1 0.9
C 0.5 0.2 0.0
H 0.3 0.1 -0.1
H -0.2 0.3 -0.2
C -0.3 0.4 0.5
H 0.0 0.0 0.1
H 0.0 0.1 0.0
C 0.4 0.1 -0.7
H 0.1 0.0 0.0
H 0.1 0.2 0.0
H 0.2 -0.1 0.3
H -0.2 0.2 0.4
Br 0.0 0.2 -3.3



[3]
Molecular formula: C19H28BrO2Ru
Method: DFT, ωB97M-V/def2-TZVPD

Summary:
Expectation value of S²   8.79
Total charge   0
Gap between HOMO and LUMO (alpha / beta)   7.39 / 7.00 eV
Highest occupied orbital energy (alpha / beta)   -6.76 / -8.33 eV
Largest force on an atom   2.679 eV/Å
Multiplicity   6
Total energy   -3559.9252 a.u.
Energy above the lowest of the compared OMol25 structures with the same formula, charge and spin   8.5 kJ/mol

Cartesian coordinates (Å):
O (-0.435980, 0.617714, -2.543617)
C (0.644046, 0.350937, -3.499285)
C (-0.165628, 0.585930, -4.758530)
H (0.996942, -0.686815, -3.482991)
H (1.466652, 1.058957, -3.323026)
C (-1.279554, 0.846612, -3.722186)
H (-0.282199, -0.280672, -5.409063)
H (0.193153, 1.474641, -5.290162)
C (-2.430592, -0.134598, -3.657590)
H (-2.059599, -1.156101, -3.479347)
H (-3.021116, -0.145002, -4.583020)
H (-3.061599, 0.175007, -2.808073)
C (-1.723793, 2.276518, -3.922271)
H (-0.868213, 2.951030, -4.040749)
H (-2.364593, 2.584811, -3.098985)
H (-2.311703, 2.343814, -4.851041)
Ru (0.053778, 0.147653, 2.608830)
C (0.623558, 1.442507, 4.811024)
C (1.972293, 1.049687, 4.685595)
C (2.414239, 1.283262, 3.366629)
H (2.598457, 0.667120, 5.490856)
C (1.347294, 1.902625, 2.620097)
C (0.202142, 1.991673, 3.533086)
H (-0.659559, 2.620638, 3.360215)
H (0.007369, 1.386893, 5.712821)
H (3.417361, 1.083590, 2.996829)
H (1.412919, 2.446516, 1.677585)
C (-1.458967, -1.152175, 4.511815)
C (-1.827530, 0.103383, 3.917856)
C (-1.992338, -0.108883, 2.492364)
H (-2.130939, 1.000325, 4.448324)
C (-1.597587, -1.479636, 2.224927)
C (-1.307012, -2.104356, 3.490512)
H (-1.034329, -3.144610, 3.621160)
H (-1.345364, -1.336525, 5.580653)
H (-2.468865, 0.562385, 1.780248)
H (-1.712314, -1.979202, 1.268666)
O (0.466386, -2.124018, -2.011395)
C (0.139143, -1.403312, -0.814797)
C (1.242598, -0.382775, -0.538649)
H (0.106023, -2.118756, 0.025975)
H (-0.862374, -0.978661, -0.928454)
C (2.489578, -1.164781, -1.018209)
H (1.256140, -0.123170, 0.538120)
H (1.115191, 0.519742, -1.148764)
C (1.925642, -2.205428, -2.018841)
H (2.910714, -1.646574, -0.135318)
H (3.264803, -0.508440, -1.457062)
H (2.172890, -3.236518, -1.708632)
H (2.354037, -2.071991, -3.027446)
Br (1.608397, -1.800972, 2.513315)

Force components x, y, z for each atom (eV/Å):
O 0.1 0.5 -2.4
C 1.4 -0.5 0.3
C 0.2 0.0 0.8
H -0.1 0.6 0.5
H -0.1 -0.3 -0.1
C -0.8 0.3 -0.9
H 0.0 0.1 0.1
H -0.5 -0.3 -0.2
C -0.1 -0.1 0.1
H -0.1 0.4 0.0
H 0.1 0.1 0.2
H 0.0 -0.3 -0.3
C -0.5 0.2 0.3
H -0.2 -0.1 0.3
H 0.0 0.3 0.1
H 0.1 -0.1 0.2
Ru 1.9 -1.8 -0.1
C 0.4 0.6 -0.3
C 0.0 0.1 -0.2
C 0.1 0.8 0.3
H -0.3 -0.1 -0.3
C -0.4 0.5 0.8
C 1.3 1.4 0.2
H 0.0 0.0 0.1
H 0.3 0.0 -0.5
H -0.4 -0.1 0.0
H 0.1 -0.3 0.3
C -0.2 0.8 -0.4
C -1.6 -1.0 -0.1
C -1.3 -0.7 0.5
H 0.2 -0.2 -0.1
C -1.0 -0.1 1.1
C -0.7 0.2 -1.1
H 0.1 0.3 0.0
H 0.2 0.1 -0.4
H 0.0 -0.1 0.2
H 0.3 0.1 0.2
O 1.3 0.6 0.3
C -0.4 -0.5 0.5
C -0.1 -0.1 -0.8
H 0.1 0.1 -0.2
H 0.3 0.0 -0.1
C -0.2 0.3 0.3
H 0.3 0.0 -0.7
H -0.1 -0.2 0.5
C -0.1 -0.8 0.4
H 0.2 -0.2 -0.2
H -0.4 -0.3 0.1
H 0.1 0.4 0.0
H -0.6 0.0 0.2
Br 0.9 -0.6 0.2



[4]
Molecular formula: C19H28ClO2Rh
Method: DFT, ωB97M-V/def2-TZVPD

Summary:
Expectation value of S²   6.02
Total charge   0
Gap between HOMO and LUMO (alpha / beta)   4.94 / 7.92 eV
Highest occupied orbital energy (alpha / beta)   -4.32 / -7.94 eV
Largest force on an atom   11.432 eV/Å
Multiplicity   5
Total energy   -1461.4734 a.u.

Cartesian coordinates (Å):
O (1.738344, -3.323813, -1.970222)
C (1.122280, -4.636821, -1.826395)
C (2.385204, -5.403723, -2.272688)
H (0.271893, -4.764810, -2.510174)
H (0.828512, -4.839719, -0.787705)
C (2.964685, -3.967701, -2.441164)
H (2.264654, -5.961595, -3.202703)
H (2.849682, -5.989331, -1.476792)
C (3.271673, -3.613117, -3.880725)
H (2.432718, -3.853650, -4.536766)
H (4.144262, -4.174996, -4.223907)
H (3.491357, -2.546272, -3.963877)
C (4.136932, -3.671020, -1.533140)
H (3.909420, -3.929408, -0.497649)
H (4.385696, -2.608938, -1.585126)
H (5.010521, -4.248417, -1.848222)
Rh (-1.769202, 2.909700, 1.480795)
C (-1.378263, 3.885439, 3.158900)
C (-2.599474, 3.276952, 3.214507)
C (-2.315172, 1.900013, 3.396488)
H (-3.556682, 3.781029, 3.335703)
C (-0.965648, 1.697428, 3.040635)
C (-0.401732, 2.957983, 2.844172)
H (0.634787, 3.187676, 2.687801)
H (-1.228584, 4.915992, 3.359274)
H (-3.105145, 1.157569, 3.314846)
H (-0.515553, 0.773264, 2.713267)
C (-1.975686, 4.808718, 1.144562)
C (-0.659119, 4.553454, 1.172439)
C (-0.302628, 3.538658, 0.353641)
H (0.006605, 4.858207, 1.941510)
C (-1.375824, 3.444004, -0.600331)
C (-2.407616, 4.230398, -0.069605)
H (-3.387032, 4.407519, -0.519268)
H (-2.553314, 5.467666, 1.784413)
H (0.680674, 3.114772, 0.288913)
H (-1.441524, 2.690215, -1.394716)
O (-1.224390, 0.854156, 0.511530)
C (0.086689, 0.475261, 0.155010)
C (0.071885, -1.032184, 0.089619)
H (0.822763, 0.862790, 0.878634)
H (0.312139, 0.899185, -0.836077)
C (-1.337650, -1.310963, -0.335006)
H (0.290359, -1.476022, 1.068279)
H (0.812635, -1.465579, -0.585813)
C (-2.109401, -0.228586, 0.371358)
H (-1.672517, -2.317203, -0.067442)
H (-1.434415, -1.256671, -1.427777)
H (-2.408689, -0.555407, 1.375250)
H (-2.990737, 0.108391, -0.180440)
Cl (-3.810369, 2.419506, 0.892186)

Force components x, y, z for each atom (eV/Å):
O 0.2 -1.1 -0.1
C -0.2 -0.2 0.1
C -0.4 1.0 0.2
H 0.1 0.2 0.3
H -0.1 0.2 -0.3
C 0.5 -0.5 -0.2
H 0.2 0.0 0.2
H 0.0 0.0 -0.3
C 0.0 0.2 0.0
H 0.0 0.0 0.1
H 0.0 0.0 0.0
H 0.0 0.0 -0.1
C 0.0 0.2 0.0
H 0.0 0.0 0.0
H 0.0 0.0 0.1
H -0.1 0.0 0.0
Rh -3.1 -9.8 -4.9
C 0.9 3.0 6.1
C -2.4 -0.2 5.9
C -2.3 -1.7 0.8
H 0.3 -0.3 0.0
C 1.4 -1.6 1.8
C 4.5 -1.9 5.6
H 0.2 -0.2 0.1
H 0.1 0.5 0.0
H 0.3 0.0 0.2
H 0.0 0.0 0.5
C -3.5 6.4 -3.7
C 5.9 4.8 0.6
C 3.3 1.1 -5.8
H 0.4 0.8 -0.2
C 0.8 -0.3 -1.7
C -1.7 3.1 -3.4
H 0.6 -0.3 0.2
H 0.2 0.0 -0.5
H 0.1 -0.1 -0.1
H -0.1 0.6 0.4
O 0.3 -0.1 -0.4
C 1.0 0.1 -0.5
C 1.0 -0.6 0.2
H -0.3 0.0 -0.1
H 0.1 0.0 0.2
C -0.4 -0.9 -0.6
H -0.2 0.2 0.1
H 0.0 0.2 -0.1
C -1.2 -0.6 0.0
H 0.0 0.1 0.1
H 0.0 0.2 0.2
H -0.1 0.0 -0.1
H 0.1 -0.1 0.2
Cl -5.9 -2.6 -1.1